[1]
{"formula": "C4H7NO", "method": "ωB97M-V/def2-TZVPD", "symbols": ["C", "C", "O", "C", "C", "N", "H", "H", "H", "H", "H", "H", "H"], "coordinates": [[-0.1235, 1.0713, 1.5292], [0.4949, 0.7005, 0.1961], [0.6309, -0.7201, 0.1844], [0.3104, -1.3650, -1.0095], [-1.0590, -1.0388, -1.4760], [-2.1199, -0.7302, -1.8176], [0.4782, 0.6594, 2.3449], [-0.1892, 2.1567, 1.6506], [-1.1298, 0.6466, 1.5970], [1.4830, 1.1609, 0.0607], [-0.1503, 1.0356, -0.6269], [0.3630, -2.4383, -0.8060], [1.0113, -1.1384, -1.8269]], "nbo_charge": [-0.623, -0.074, -0.520, -0.156, 0.241, -0.309, 0.216, 0.213, 0.217, 0.175, 0.180, 0.234, 0.205], "multiplicity": 1, "total_energy_ha": -286.57327, "homo_ev": -10.70, "charge": 0, "smiles": "CCOCC#N", "lumo_energy_ev": 0.9, "homo_lumo_gap_ha": 0.425}

[2]
{"formula": "C27H32AuN5O3SSe", "method": "ωB97M-V/def2-TZVPD", "symbols": ["Au", "O", "C", "O", "C", "C", "C", "N", "C", "C", "C", "C", "C", "C", "C", "N", "C", "C", "C", "C", "C", "N", "H", "H", "H", "H", "H", "H", "H", "H", "H", "H", "C", "N", "C", "C", "N", "C", "C", "Se", "H", "H", "H", "H", "H", "H", "H", "H", "C", "C", "C", "S", "O", "C", "C", "C", "H", "H", "H", "H", "H", "H", "H", "H", "H", "H", "H", "H", "H", "H"], "coordinates": [[-0.2350, 0.4091, -1.0878], [-1.2463, 7.9776, 0.4227], [-0.3374, 7.4030, -0.0014], [0.5248, 6.7192, -0.3539], [-0.8940, 4.7287, -2.7304], [-2.0449, 4.0367, -2.4885], [-1.8199, 2.7672, -2.0087], [-0.5569, 2.3400, -1.7622], [0.5291, 3.0618, -2.0183], [0.3791, 4.3338, -2.5076], [1.8661, 2.4524, -1.7149], [3.0315, 3.1480, -1.5567], [4.1871, 2.4335, -1.2902], [4.1715, 1.0117, -1.2330], [2.9328, 0.4230, -1.3316], [1.8224, 1.1248, -1.5062], [-2.8928, 1.7220, -1.7021], [-4.2438, 1.9780, -1.7830], [-5.1874, 0.9930, -1.4090], [-4.6915, -0.1852, -0.9313], [-3.3275, -0.3931, -0.8720], [-2.4473, 0.5112, -1.2872], [-3.0299, 4.3982, -2.6788], [1.2197, 4.9884, -2.6897], [2.9486, 4.2144, -1.5519], [5.0939, 2.9877, -1.1409], [5.0340, 0.3915, -1.0423], [2.7297, -0.6592, -1.2501], [-4.6702, 2.9048, -2.1191], [-6.2604, 1.1659, -1.3879], [-5.3338, -0.9460, -0.5606], [-2.9051, -1.3353, -0.5762], [1.5420, 2.4821, 2.2629], [0.8208, 1.8138, 3.3160], [0.9333, 2.2460, 4.6225], [-0.0272, 1.5912, 5.3444], [-0.7001, 0.7580, 4.4548], [-1.9792, -0.0153, 4.7823], [-0.1492, 0.8969, 3.2106], [-0.7792, -0.0478, 1.7247], [1.4860, 3.5672, 2.3912], [1.1248, 2.0738, 1.3404], [2.5693, 2.1048, 2.3380], [1.7407, 2.9700, 4.8667], [-0.3189, 1.6148, 6.3796], [-2.8271, 0.3455, 4.2286], [-2.1548, 0.0409, 5.8549], [-1.8075, -1.1318, 4.5949], [-1.4775, -5.5751, -2.2616], [0.0047, -5.3680, -2.0446], [0.4342, -3.8999, -2.0283], [-0.0655, -2.9537, -0.6514], [0.5716, -1.5300, -0.9564], [0.7275, -3.6162, 0.8256], [2.2355, -3.7693, 0.9145], [2.7479, -5.1503, 0.5281], [-1.7375, -6.6383, -2.2868], [-1.7614, -5.2429, -3.2422], [-2.1816, -5.0832, -1.5774], [0.5288, -5.8380, -2.8739], [0.3598, -5.9200, -1.1484], [-0.0267, -3.3531, -2.8843], [1.5454, -3.8437, -2.1019], [0.2362, -4.5983, 0.9255], [0.2893, -3.0062, 1.6470], [2.4577, -3.5399, 1.9873], [2.7062, -3.0394, 0.2854], [2.2592, -5.8895, 1.1757], [3.7630, -5.2016, 0.7256], [2.5634, -5.3601, -0.5188]], "nbo_charge": [1.270, -0.480, 1.029, -0.547, 0.294, -0.332, 0.303, -0.514, 0.207, -0.315, 0.171, -0.219, -0.112, -0.218, 0.062, -0.489, 0.127, -0.199, -0.114, -0.225, 0.094, -0.493, 0.260, 0.264, 0.243, 0.247, 0.255, 0.242, 0.239, 0.253, 0.245, 0.218, -0.414, -0.352, -0.080, -0.038, -0.351, -0.402, 0.279, -0.439, 0.230, 0.227, 0.220, 0.251, 0.248, 0.232, 0.230, 0.234, -0.627, -0.417, -0.622, 1.229, -1.032, -0.596, -0.417, -0.598, 0.241, 0.215, 0.207, 0.242, 0.218, 0.260, 0.248, 0.248, 0.278, 0.231, 0.209, 0.214, 0.230, 0.199], "multiplicity": 3, "total_energy_ha": -4482.27921, "homo_ev": [-12.49, -12.49], "charge": 2, "s2": 2.01, "lumo_energy_ev": [-6.0, -6.2], "homo_lumo_gap_ha": [0.240, 0.233]}

[3]
{"formula": "C10H21N2O2", "method": "ωB97M-V/def2-TZVPD", "symbols": ["C", "C", "C", "C", "C", "C", "C", "C", "C", "C", "N", "N", "O", "O", "H", "H", "H", "H", "H", "H", "H", "H", "H", "H", "H", "H", "H", "H", "H", "H", "H", "H", "H", "H", "H"], "coordinates": [[1.2378, -0.0714, 0.0820], [1.7425, -2.5350, -0.2217], [-1.1807, -0.7226, -0.4124], [1.1067, -2.7215, -1.3729], [3.4508, 3.1788, 0.2558], [-4.8686, 0.4791, 0.5440], [1.9080, 1.2384, 0.6352], [-2.4620, 0.1745, -0.2136], [2.8735, 1.9290, -0.3823], [-3.7899, -0.5830, 0.1673], [1.8765, -1.2023, 0.3214], [0.1100, 0.1114, -0.5104], [2.5612, -3.3872, 0.4242], [-1.0534, -1.5924, 0.6233], [0.5761, -1.8797, -1.6676], [-1.1859, -1.2856, -1.4530], [0.9864, -3.4331, -2.1126], [2.7549, 4.0995, 0.1986], [4.3963, 3.4784, -0.1775], [3.5255, 3.0729, 1.4280], [-4.4180, 1.3092, 1.2177], [-5.4959, -0.1400, 1.1463], [-5.2421, 0.9772, -0.3639], [2.5456, 0.8496, 1.4778], [1.0674, 1.9920, 0.8771], [-2.1198, 0.8476, 0.6843], [-2.4931, 0.7751, -1.1329], [2.4849, 2.2476, -1.3631], [3.5992, 1.0699, -0.5125], [-4.1968, -1.2493, -0.6286], [-3.6287, -1.0470, 1.1100], [2.7398, -1.1899, 0.8596], [-0.1932, 1.0681, -0.5987], [2.5358, -4.2448, -0.0837], [-1.7508, -1.6133, 1.1548]], "nbo_charge": [0.592, 0.484, 0.282, -0.528, -0.621, -0.595, -0.431, -0.437, -0.407, -0.403, -0.548, -0.564, -0.661, -0.699, 0.191, 0.172, 0.243, 0.222, 0.240, 0.210, 0.205, 0.226, 0.222, 0.237, 0.232, 0.203, 0.224, 0.227, 0.204, 0.233, 0.190, 0.439, 0.417, 0.516, 0.485], "multiplicity": 1, "total_energy_ha": -653.29848, "homo_ev": -12.60, "charge": 1, "smiles": "C=C(O)N/C(CCC)=[NH+]\\[C@@H](O)CCC", "lumo_energy_ev": -3.0, "homo_lumo_gap_ha": 0.352}

[4]
{"formula": "C3H10O2", "method": "ωB97M-V/def2-TZVPD", "symbols": ["C", "C", "C", "H", "H", "H", "H", "H", "H", "H", "H", "O", "H", "H", "O"], "coordinates": [[-1.3429, 0.9479, -0.9726], [-0.0609, 0.7371, -1.7745], [0.6281, 1.7370, -2.3502], [-1.6976, -0.0351, -0.3958], [-1.2269, 1.6378, -0.1749], [-2.1903, 1.2100, -1.4555], [0.2547, -0.3980, -1.8349], [1.3461, 1.7457, -3.0435], [0.3456, 2.7826, -2.4147], [1.5858, 0.1214, 3.2218], [1.9288, 1.1302, 1.9279], [1.4025, 1.0731, 2.9013], [-0.9930, -3.7993, 1.8548], [0.0671, -4.8271, 2.5084], [-0.0470, -4.0634, 2.0023]], "nbo_charge": [-0.645, -0.163, -0.413, 0.199, 0.224, 0.215, 0.205, 0.192, 0.187, 0.475, 0.476, -0.951, 0.482, 0.474, -0.956], "multiplicity": 1, "total_energy_ha": -270.68207, "homo_ev": -9.71, "charge": 0, "smiles": "C=CC.O.O", "lumo_energy_ev": 0.6, "homo_lumo_gap_ha": 0.381}